# 1
Computed, not measured: a 3-piece molecular cluster, C28H51N4O3 overall in a non-equilibrium geometry, with ωB97M-V/def2-TZVPD.

```
86
Properties=species:S:1:pos:R:3:forces:R:3
C 4.05374 -0.11591 4.08457 1.33 7.18 0.16
C 4.32440 1.16674 4.29627 -2.79 -5.68 -0.51
N 4.06829 2.63040 4.49812 0.70 -2.31 1.76
C 4.01125 3.31616 5.66076 -0.60 0.29 -2.81
C 3.64368 4.87534 5.28801 -1.25 -1.93 1.04
C 3.09359 4.68856 3.78526 1.69 1.40 -1.56
C 1.51290 4.71161 3.48456 0.10 -0.79 -0.62
C 0.69844 3.44820 4.05081 -0.42 -2.95 3.10
O 0.94869 2.84815 5.17117 0.07 3.50 -4.59
N -0.49028 2.90659 3.29067 0.72 -0.40 1.84
C -1.42350 2.29262 4.32966 -1.31 -0.61 0.50
C -0.08212 1.73422 2.43346 0.80 -0.18 -0.65
C 3.84719 3.38610 3.18520 -0.50 0.79 1.55
H 3.86849 -1.16440 3.61741 0.68 2.35 1.33
H 4.15175 2.82667 6.68854 -0.13 0.69 -1.85
H 4.54428 5.55827 5.49748 -1.25 -1.14 -0.74
H 2.77521 5.23652 5.98147 1.65 -0.82 -1.11
H 3.57908 5.55696 3.17162 -1.26 -1.31 1.07
H 1.04376 5.69464 3.85422 0.60 -1.61 -0.45
H 1.40160 4.69052 2.32101 0.07 0.10 2.11
H -2.47064 2.06656 3.86624 2.03 0.60 0.42
H -1.03237 1.25890 4.70697 -0.52 1.97 -0.47
H -1.62040 2.99879 5.21991 0.56 -1.15 -1.50
H 0.50196 0.98080 3.11301 -0.99 1.08 -1.33
H -1.00417 1.20445 1.95342 1.69 1.22 0.95
H 0.59382 2.12858 1.58847 -1.01 -0.82 1.13
H 4.92277 3.59547 2.79135 -2.20 -0.42 0.28
H 3.13893 2.75766 2.53325 1.49 0.90 0.83
C -0.00348 1.40934 -4.55424 0.10 0.31 -0.16
C -0.91371 1.03634 -3.35239 0.83 -1.11 -1.73
C -2.39727 1.11825 -3.78069 -0.18 0.29 0.37
C -2.90492 2.54978 -3.92987 0.05 0.00 -0.08
C -2.61903 3.36747 -2.67566 -0.15 -0.39 0.01
C -1.13951 3.31237 -2.23017 0.53 2.02 -0.20
N -0.59871 1.91704 -2.18353 -3.34 -1.62 2.77
O -1.10935 1.31473 -1.05818 1.66 1.19 -1.99
C -0.27430 4.17542 -3.18134 0.04 -0.05 -0.29
C -1.01626 4.04504 -0.86370 -0.13 -0.72 0.23
C -0.56475 -0.45422 -3.07972 -0.18 0.25 0.84
H 0.18530 0.54744 -5.20226 -0.19 0.01 0.27
H -0.44223 2.16737 -5.20521 0.07 0.04 0.13
H 0.97765 1.76342 -4.21976 -0.18 -0.01 0.01
H -3.02591 0.60422 -3.04260 0.21 0.02 0.06
H -2.54388 0.58610 -4.72573 0.27 -0.05 0.10
H -2.45640 3.02850 -4.80620 0.02 -0.03 0.04
H -3.98415 2.53323 -4.11500 0.12 0.02 0.00
H -2.92092 4.40663 -2.85109 0.28 -0.05 0.13
H -3.26513 2.99767 -1.86903 0.24 -0.03 0.04
H 0.79040 4.06863 -2.95085 -0.12 -0.09 -0.01
H -0.51909 5.23614 -3.07560 -0.11 -0.17 0.17
H -0.42060 3.95005 -4.23560 0.06 -0.11 0.06
H -1.67609 3.62479 -0.09914 0.17 -0.13 -0.15
H -1.29357 5.09995 -0.95972 0.05 -0.21 -0.30
H 0.01217 4.00810 -0.48795 -0.06 -0.07 -0.08
H 0.48341 -0.56623 -2.77853 -0.15 0.06 -0.05
H -0.71893 -1.06254 -3.97423 0.01 0.34 -0.06
H -1.19239 -0.90072 -2.30112 0.13 0.25 -0.02
C -2.49677 -5.82289 -1.46369 -0.20 0.11 0.28
C -0.99257 -5.79607 -1.84955 -1.73 -1.13 -0.64
C -0.23665 -6.89471 -1.06655 0.36 0.27 0.17
C -0.03170 -6.55387 0.40706 -0.08 -0.03 0.02
C 0.61165 -5.18150 0.56891 0.11 -0.29 -0.30
C -0.13024 -4.06103 -0.19567 -0.56 1.17 1.61
N -0.43189 -4.42807 -1.61488 4.34 -1.01 -1.10
O 0.74237 -4.33110 -2.32358 -2.65 0.27 1.14
C -1.44489 -3.70649 0.54200 -0.24 -0.18 0.03
C 0.71037 -2.75780 -0.08377 0.24 -0.22 -0.71
C -0.99583 -6.18313 -3.35583 0.73 0.54 -0.04
H -3.05315 -6.55893 -2.05294 0.32 0.06 -0.01
H -2.66731 -6.10071 -0.42219 0.04 0.14 -0.03
H -2.97566 -4.85527 -1.64869 0.15 -0.10 0.06
H 0.74725 -7.06494 -1.52157 -0.11 0.18 -0.08
H -0.77361 -7.84537 -1.14277 -0.12 0.19 -0.17
H -0.98259 -6.59418 0.94796 0.02 0.02 -0.05
H 0.60945 -7.31279 0.86798 -0.09 0.07 -0.03
H 0.66597 -4.93680 1.63635 -0.11 0.22 -0.17
H 1.65071 -5.24533 0.22070 -0.14 0.14 -0.14
H -2.03932 -2.99102 -0.03484 0.10 -0.12 -0.02
H -1.23533 -3.24095 1.50944 0.21 -0.03 -0.15
H -2.06985 -4.56837 0.76674 0.01 0.01 -0.13
H 1.73173 -2.88139 -0.45557 -0.22 -0.09 -0.15
H 0.80326 -2.43941 0.96024 -0.27 -0.28 -0.05
H 0.24114 -1.93737 -0.63654 0.03 -0.14 0.03
H -1.52879 -5.43564 -3.95497 0.09 -0.06 0.15
H -1.48964 -7.14566 -3.51066 -0.07 0.13 0.34
H 0.01322 -6.29272 -3.76686 -0.13 0.23 0.17
```
Positions in Å, forces in eV/Å.

**Highest occupied orbital energy (spin up / spin down)**: -10.40 / -11.01 eV
**Maximum force**: 7.31 eV/Å
**Gap between HOMO and LUMO (spin up / spin down)**: 0.2096 / 0.2320 Eh
**⟨S²⟩**: 2.009
**2S+1**: 3
**Charge**: +1

=====

# 2
Computed, not measured: C28H52CeOP2 as an isolated structure in a non-equilibrium geometry, with ωB97M-V/def2-TZVPD.

```
84
Properties=species:S:1:pos:R:3:forces:R:3
Ce -0.06686 -0.15195 1.17115 0.02 -0.18 4.54
C -0.52971 -2.53729 2.41831 0.55 0.63 0.29
C 0.82794 -2.56666 1.95311 -0.39 0.69 0.66
C 0.68765 -1.03523 3.69508 -0.14 -0.51 -1.00
C -0.60590 -1.61074 3.50997 0.72 -0.16 -0.86
C 1.57995 -1.63341 2.74442 -0.97 0.16 -0.04
C -1.64820 -3.41855 1.97618 -0.47 -0.23 -0.07
H -1.32738 -4.10978 1.19068 -0.10 0.06 0.16
H -2.50065 -2.84068 1.58613 0.16 -0.22 0.17
H -2.02290 -4.01560 2.82347 0.12 0.12 -0.33
C -1.77887 -1.38904 4.39446 -0.41 0.16 0.06
H -2.55648 -2.13607 4.20685 0.11 0.15 0.07
H -2.21501 -0.39442 4.24237 0.07 -0.34 0.14
H -1.48342 -1.46342 5.44999 -0.07 0.03 -0.24
C 1.03936 -0.03011 4.73432 0.20 0.34 0.27
H 0.68192 -0.34584 5.72501 0.07 0.07 -0.25
H 0.58797 0.95217 4.52280 0.14 -0.29 0.11
H 2.12429 0.10561 4.80191 -0.21 -0.01 0.02
C 3.04998 -1.40401 2.68153 0.67 0.07 0.21
H 3.55072 -1.82072 3.57269 -0.19 0.11 -0.28
H 3.30179 -0.33150 2.64429 -0.02 -0.39 0.09
H 3.49580 -1.89143 1.80680 -0.07 0.13 0.15
C 1.40238 -3.51827 0.96361 0.21 -0.24 -0.25
H 1.95618 -4.32220 1.47483 -0.12 0.25 -0.17
H 2.10594 -3.01941 0.28185 -0.06 -0.17 0.07
H 0.62137 -3.99875 0.36633 0.19 0.01 0.12
C -1.45769 0.71880 -4.08419 -0.84 -0.71 -0.56
C -1.56818 -0.61712 -4.16644 -0.68 1.04 -0.76
C -0.77603 -1.47187 -5.09930 0.12 -0.47 -0.39
C 0.73889 -1.16436 -5.19265 -0.33 -0.57 -0.49
C 1.35699 -0.57697 -3.95886 0.92 0.86 -0.38
C 1.48406 0.74857 -3.74420 0.77 -1.19 -0.75
C 0.82852 1.81121 -4.54966 -0.29 0.55 -0.32
C -0.62112 1.52969 -5.02399 0.37 0.44 -0.12
H -1.19366 -1.41565 -6.12005 0.00 -0.06 0.36
H 0.93188 -0.55249 -6.09114 0.04 -0.04 0.58
H -0.89695 -2.51698 -4.78502 -0.05 0.17 -0.16
H -0.59400 1.06660 -6.02270 -0.12 0.07 0.42
H -2.12252 1.29890 -3.43342 0.07 -0.34 -0.22
H -2.41345 -1.13438 -3.71837 0.34 0.10 0.22
H -1.10630 2.51092 -5.14302 0.12 -0.36 -0.12
H 0.83162 2.74076 -3.96028 0.05 -0.16 -0.17
H 2.24991 1.12175 -3.06791 -0.47 -0.23 0.20
H 1.42509 2.02215 -5.45197 0.01 0.04 0.30
H 1.23345 -2.13270 -5.38613 -0.07 0.46 0.00
H 1.89259 -1.31096 -3.34814 0.00 0.38 0.01
P -1.55988 -0.98169 -0.88047 0.65 0.70 0.32
P 2.40929 0.69989 0.05875 -0.49 0.17 0.15
C -0.39700 0.57674 -1.35314 -0.63 -0.42 -0.53
C 0.75141 1.41464 -0.69097 0.64 0.52 0.01
H -1.15263 1.30397 -1.68089 0.34 -0.20 0.23
H 0.00273 0.10134 -2.24987 0.08 0.51 0.11
H 1.15736 2.06425 -1.47285 -0.44 0.04 -0.02
H 0.32441 2.11239 0.07316 0.34 -0.25 -0.31
C 3.23137 2.21774 0.67578 -0.18 0.22 0.13
H 4.06335 1.92497 1.33708 -0.29 0.04 -0.26
H 2.53596 2.83867 1.26258 0.24 -0.22 -0.16
H 3.63923 2.81004 -0.15871 -0.19 -0.18 0.28
C 3.52983 0.19281 -1.26950 0.13 -0.16 -0.56
H 3.92192 1.06708 -1.81673 -0.13 -0.36 0.23
H 3.02244 -0.47746 -1.97519 0.27 0.15 0.28
H 4.38176 -0.35536 -0.83961 -0.30 0.20 0.05
C -3.23626 -0.48485 -1.34979 -0.37 0.04 -0.29
H -3.93870 -1.25348 -0.99141 0.26 0.17 -0.12
H -3.38747 -0.31962 -2.41981 -0.01 -0.05 0.33
H -3.47276 0.44991 -0.82041 0.17 -0.28 -0.01
C -0.74217 -2.32976 -1.79193 -0.15 -0.27 -0.50
H 0.04946 -2.78555 -1.18437 -0.29 0.21 0.10
H -0.27651 -1.97191 -2.71680 -0.32 -0.18 0.27
H -1.47854 -3.11621 -2.02430 0.23 0.24 0.05
C -2.60699 3.16066 1.87343 0.00 -0.07 -0.13
C -1.54305 2.57579 2.80569 -0.23 0.70 0.21
C -0.43506 3.60136 3.06143 0.15 -0.12 -0.01
C -2.18473 2.15425 4.12069 0.03 -0.12 0.15
O -0.96134 1.41978 2.17300 0.47 -1.00 -0.98
H -3.05216 4.06623 2.31136 0.17 -0.31 -0.12
H -3.40920 2.43234 1.70543 0.10 0.11 0.05
H -2.17389 3.42889 0.90086 -0.02 0.01 0.17
H -0.85308 4.51815 3.50697 0.18 -0.35 -0.18
H 0.31482 3.18528 3.75048 -0.19 0.17 -0.14
H 0.06902 3.86536 2.12000 -0.15 0.03 0.19
H -2.97930 1.42529 3.93366 0.05 0.16 0.06
H -1.43746 1.70475 4.78578 -0.20 0.10 -0.09
H -2.62715 3.01471 4.64002 0.14 -0.17 -0.21
```
Positions in Å, forces in eV/Å.

**Highest occupied orbital energy (spin up / spin down)**: -13.82 / -13.82 eV
**Maximum force**: 4.54 eV/Å
**Gap between HOMO and LUMO (spin up / spin down)**: 0.2566 / 0.2555 Eh
**Charge**: +2